ORCA calculation (the ωB97M-V functional and the def2-TZVPD basis) on a 3-piece molecular cluster, C3H15N2O2 overall.

As for the HOMO energy: -0.4964 Eh. Its net charge is +1. The HOMO-LUMO gap comes out at 10.69 eV.

Bonds (Å) are listed after each position.
Atoms and positions in Å:
1 C 1.62 -0.83 -1.16  N2 1.460, C3 1.524, H6 1.093, H7 1.088
2 N 1.93 0.29 -2.05  C1 1.460, H8 1.005, H9 1.012
3 C 1.29 -0.30 0.23  C1 1.524, N4 1.469, H10 1.092, H11 1.077
4 N 0.20 0.68 0.06  C3 1.469, C5 1.495, H12 1.020, H13 1.022
5 C -0.33 1.27 1.33  N4 1.495, H14 1.089, H15 1.076, H16 1.083
6 H 0.79 -1.39 -1.58  C1 1.093
7 H 2.44 -1.54 -1.12  C1 1.088
8 H 1.61 0.18 -3.00  N2 1.005
9 H 2.89 0.60 -2.02  N2 1.012
10 H 1.07 -1.18 0.84  C3 1.092
11 H 2.16 0.12 0.72  C3 1.077
12 H -0.59 0.18 -0.33  N4 1.020
13 H 0.51 1.41 -0.58  N4 1.022
14 H -0.84 0.54 1.96  C5 1.089
15 H 0.51 1.54 1.94  C5 1.076
16 H -1.03 2.06 1.06  C5 1.083
17 H 0.07 -2.38 3.51  O19 0.966
18 H -0.95 -1.32 3.24  O19 0.966
19 O -0.09 -1.64 2.92  H17 0.966, H18 0.966
20 H -3.88 -0.25 -1.60  O22 0.960
21 H -4.09 1.11 -2.34  O22 0.961
22 O -3.77 0.70 -1.53  H20 0.960, H21 0.961